Entry 1:
116
Properties=species:S:1:pos:R:3:mulliken_charge:R:1 method="wB97M-V/def2-TZVPD" homo_ev=-7.8 largest_force_ev_per_a=4.04 multiplicity=1 gap_ha=0.294 smiles="CP(O)#P(C)CB(O)O.COC(=O)OC.COC(=O)OC.COC(=O)OC.COC(=O)OC.COC(=O)OC.COC(=O)OC.COC(=O)OC.COC(=O)OC"
C 3.925 -4.575 -2.083 -0.81
P 2.281 -4.407 -3.035 0.40
O 2.216 -5.596 -4.354 -0.57
P 0.546 -4.969 -1.781 0.00
C 0.352 -6.877 -1.860 -0.87
C -0.943 -4.098 -2.686 -0.49
B -2.411 -4.673 -2.220 0.53
O -3.057 -5.781 -2.997 -0.56
O -3.158 -4.086 -1.052 -0.61
H 4.037 -5.541 -1.430 0.28
H 4.803 -4.589 -2.891 0.28
H 4.107 -3.599 -1.425 0.22
H 1.470 -5.220 -4.935 0.31
H 1.280 -7.471 -1.421 0.31
H 0.209 -7.270 -2.972 0.25
H -0.597 -7.272 -1.255 0.28
H -0.833 -2.942 -2.409 0.22
H -0.732 -4.254 -3.845 0.17
H -4.054 -5.767 -2.799 0.32
H -3.062 -3.096 -1.188 0.29
C -5.615 -2.981 0.483 -0.57
O -5.837 -2.657 1.854 -0.29
C -5.149 -1.572 2.291 0.73
O -4.390 -0.888 1.622 -0.56
O -5.451 -1.380 3.599 -0.31
C -4.794 -0.264 4.196 -0.54
H -6.214 -3.863 0.243 0.25
H -5.937 -2.159 -0.165 0.39
H -4.561 -3.223 0.309 0.20
H -5.083 0.666 3.697 0.23
H -3.707 -0.397 4.171 0.32
H -5.109 -0.206 5.242 0.19
C 5.455 -0.947 1.892 -0.56
O 4.489 -0.974 2.941 -0.29
C 3.485 -1.868 2.753 0.75
O 3.359 -2.613 1.795 -0.55
O 2.646 -1.788 3.817 -0.29
C 1.534 -2.679 3.755 -0.74
H 6.209 -0.198 2.147 0.20
H 5.951 -1.919 1.800 0.30
H 4.988 -0.658 0.945 0.26
H 1.873 -3.719 3.737 0.32
H 0.910 -2.458 2.882 0.34
H 0.930 -2.529 4.655 0.23
C 2.169 2.386 -1.232 -0.66
O 3.099 3.013 -2.112 -0.27
C 4.388 2.632 -1.925 0.78
O 4.786 1.828 -1.096 -0.55
O 5.158 3.300 -2.821 -0.24
C 6.550 2.996 -2.741 -0.77
H 1.171 2.764 -1.469 0.22
H 2.170 1.301 -1.378 0.28
H 2.393 2.637 -0.190 0.31
H 6.726 1.935 -2.948 0.32
H 6.949 3.271 -1.759 0.36
H 7.069 3.585 -3.501 0.19
C 3.871 -2.075 -6.518 -0.59
O 3.789 -0.747 -7.031 -0.34
C 3.484 0.193 -6.102 0.76
O 3.285 -0.011 -4.914 -0.54
O 3.440 1.400 -6.721 -0.33
C 3.127 2.492 -5.859 -0.31
H 4.120 -2.743 -7.348 0.28
H 4.663 -2.150 -5.766 0.28
H 2.908 -2.388 -6.101 0.26
H 3.889 2.599 -5.080 0.01
H 2.135 2.361 -5.415 0.27
H 3.118 3.405 -6.460 0.25
C -7.816 3.973 4.252 -0.61
O -7.022 4.721 5.170 -0.31
C -6.113 3.981 5.854 0.79
O -5.939 2.777 5.742 -0.53
O -5.433 4.811 6.684 -0.31
C -4.436 4.164 7.473 -0.52
H -8.507 4.665 3.762 0.22
H -7.187 3.512 3.484 0.28
H -8.405 3.215 4.779 0.28
H -3.671 3.711 6.833 0.20
H -4.889 3.413 8.129 0.29
H -3.955 4.922 8.098 0.22
C 1.830 0.469 5.117 -0.55
O 0.690 1.250 5.473 -0.33
C 0.599 2.434 4.817 0.71
O 1.386 2.856 3.984 -0.55
O -0.521 3.068 5.248 -0.25
C -0.748 4.338 4.639 -0.59
H 1.802 -0.455 5.702 0.28
H 1.801 0.205 4.055 0.24
H 2.754 1.002 5.360 0.31
H -0.879 4.229 3.557 0.32
H 0.074 5.026 4.862 0.30
H -1.668 4.754 5.057 0.13
C 7.077 7.032 -3.191 -0.28
O 8.007 7.659 -4.071 -0.31
C 9.296 7.278 -3.885 0.77
O 9.693 6.474 -3.056 -0.54
O 10.066 7.946 -4.780 -0.31
C 11.457 7.642 -4.700 -0.61
H 6.079 7.410 -3.429 0.25
H 7.077 5.947 -3.338 -0.02
H 7.301 7.283 -2.149 0.29
H 11.633 6.581 -4.907 0.29
H 11.857 7.918 -3.719 0.29
H 11.976 8.232 -5.461 0.22
C -11.680 -5.591 -1.505 -0.62
O -10.426 -5.195 -0.954 -0.30
C -10.514 -4.588 0.256 0.72
O -11.543 -4.369 0.876 -0.54
O -9.258 -4.267 0.658 -0.21
C -9.196 -3.617 1.926 -0.50
H -11.491 -6.065 -2.472 0.22
H -12.174 -6.321 -0.855 0.29
H -12.323 -4.720 -1.668 0.29
H -9.590 -4.268 2.713 0.31
H -9.740 -2.667 1.900 0.31
H -8.146 -3.406 2.147 0.07

Entry 2:
107
Properties=species:S:1:pos:R:3:mulliken_charge:R:1 method="wB97M-V/def2-TZVPD" homo_ev=-8.3 largest_force_ev_per_a=9.99 multiplicity=1 gap_ha=0.268 smiles="CCCN[C@](OCCC)([PH2]=N)[C@@](CC(=O)I)(O[C@@H](CCN)P(O)I)C(=O)NC(=O)F.COCCNCCOC.COCCNCCOC"
C 1.445 2.919 3.159 -0.75
C -0.206 2.703 3.000 0.26
C -0.836 1.799 4.206 -0.75
N -2.005 0.957 3.910 0.40
C -1.850 -0.226 3.009 -0.35
O -0.594 -0.894 3.203 -0.06
C 0.549 -0.559 2.414 0.27
C 1.293 -1.823 1.619 -0.21
C 1.496 -1.501 -0.010 -0.49
P -2.380 0.311 1.271 0.37
N -1.548 -0.269 0.021 -0.69
C -2.988 -1.390 3.440 0.54
C -2.520 -2.003 4.909 0.29
C -1.797 -3.467 4.862 -0.15
O -2.612 -4.546 5.035 -0.51
I 0.326 -3.921 4.641 0.09
O -4.361 -1.060 3.279 0.13
C -5.022 0.009 3.891 -0.14
C -6.539 0.116 3.175 -0.51
C -6.500 0.053 1.545 -0.43
N -6.041 1.354 0.914 -0.47
P -5.496 -0.151 5.770 0.09
O -4.060 0.108 6.784 -0.53
I -6.430 -2.441 6.196 -0.07
C -2.876 -2.723 2.420 -1.00
O -3.921 -3.598 2.465 -0.56
N -1.810 -3.008 1.419 0.41
C -2.428 -3.449 0.076 0.30
O -1.830 -4.345 -0.745 -0.54
F -3.734 -2.904 -0.439 -0.20
H 1.728 4.046 3.004 0.24
H 1.957 2.331 2.255 0.04
H 1.876 2.436 4.136 0.30
H -0.357 2.291 1.917 -0.34
H -0.660 3.801 3.088 0.52
H -1.132 2.562 5.075 0.30
H 0.065 1.166 4.665 0.29
H -2.504 0.768 4.803 0.27
H 1.394 -0.177 3.171 0.12
H 0.461 0.295 1.622 -0.29
H 0.784 -2.857 1.806 0.00
H 2.409 -1.937 2.029 0.37
H 1.273 -0.385 -0.283 0.15
H 0.798 -2.182 -0.662 -0.19
H 2.645 -1.687 -0.278 0.33
H -2.344 1.779 1.198 0.10
H -3.783 -0.013 0.973 0.00
H -2.203 -0.804 -0.593 0.26
H -1.780 -1.272 5.495 0.28
H -3.438 -2.148 5.659 0.03
H -4.606 1.108 3.782 0.29
H -7.256 -0.690 3.683 0.29
H -6.937 1.187 3.503 0.33
H -7.626 -0.103 1.181 0.31
H -5.918 -0.899 1.175 0.14
H -6.322 2.194 1.465 0.20
H -6.301 1.431 -0.093 0.23
H -3.992 1.072 7.049 0.33
H -1.281 -3.851 1.735 0.37
C 3.960 7.134 0.063 -0.72
O 3.599 6.832 -1.278 -0.34
C 4.730 6.757 -2.155 -0.80
C 4.926 5.313 -2.648 -0.20
N 5.394 4.444 -1.563 -0.34
C 5.367 3.018 -1.904 -0.72
C 3.985 2.380 -2.154 -0.50
O 3.159 2.321 -0.990 -0.30
C 2.390 3.492 -0.753 -0.45
H 3.042 7.291 0.636 0.24
H 4.506 6.301 0.514 0.30
H 4.560 8.047 0.111 0.34
H 5.643 7.151 -1.693 0.39
H 4.498 7.389 -3.020 0.39
H 5.663 5.307 -3.459 0.40
H 3.970 4.964 -3.047 0.18
H 4.803 4.588 -0.745 0.08
H 5.833 2.489 -1.063 0.38
H 6.008 2.845 -2.776 0.41
H 4.160 1.338 -2.446 0.30
H 3.453 2.840 -2.993 0.35
H 2.109 4.005 -1.678 0.34
H 2.933 4.168 -0.092 0.20
H 1.475 3.196 -0.232 0.04
C 1.404 -2.459 -7.667 -0.74
O 0.656 -2.118 -6.508 -0.33
C -0.499 -2.947 -6.327 -0.83
C -0.332 -3.825 -5.077 -0.04
N 0.687 -4.859 -5.288 -0.36
C 1.063 -5.569 -4.061 -0.80
C 1.767 -4.748 -2.962 0.19
O 3.069 -4.287 -3.330 -0.46
C 3.079 -3.050 -4.028 -0.53
H 2.192 -1.710 -7.797 0.23
H 1.880 -3.436 -7.548 0.31
H 0.771 -2.455 -8.558 0.35
H -0.721 -3.551 -7.215 0.40
H -1.347 -2.272 -6.167 0.38
H -1.291 -4.305 -4.843 0.39
H -0.061 -3.172 -4.243 0.06
H 1.523 -4.424 -5.675 0.11
H 1.742 -6.375 -4.365 0.35
H 0.174 -6.051 -3.639 0.41
H 1.922 -5.419 -2.109 0.37
H 1.149 -3.926 -2.585 -0.15
H 2.259 -2.391 -3.728 0.23
H 3.053 -3.227 -5.104 0.23
H 4.024 -2.545 -3.807 0.28

Entry 3:
114
Properties=species:S:1:pos:R:3:mulliken_charge:R:1 method="wB97M-V/def2-TZVPD" homo_ev=-8.1 largest_force_ev_per_a=2.15 multiplicity=1 gap_ha=0.305 smiles="CCCC[Si@@](S)(CN)[PH2]=S.BrCCBr.BrCCBr.BrCCBr.BrCCBr.BrCCBr.BrCCBr.BrCCBr.BrCCBr.BrCCBr.BrCCBr.BrCCBr"
C 4.584 -2.187 0.622 -0.61
C 3.556 -1.070 0.167 0.87
C 2.191 -1.790 -0.135 0.48
C 0.916 -0.857 -0.195 -0.05
Si -0.620 -1.772 0.467 -0.29
S -2.427 -0.635 0.022 -0.23
C -0.909 -3.491 -0.308 -0.55
N 0.277 -4.378 -0.324 -0.27
P -0.326 -2.026 2.672 0.18
S 0.444 -0.392 3.414 -0.32
H 4.657 -2.205 1.730 0.17
H 4.128 -3.168 0.331 0.38
H 5.559 -2.084 0.118 -0.32
H 3.485 -0.248 0.921 -0.66
H 3.925 -0.643 -0.798 0.23
H 2.191 -2.421 -1.075 -0.91
H 2.019 -2.517 0.711 0.26
H 0.683 -0.541 -1.242 0.23
H 1.096 0.098 0.358 0.30
H -2.489 0.399 0.920 0.08
H -1.709 -3.977 0.305 0.07
H -1.219 -3.325 -1.363 0.33
H 0.741 -4.431 0.574 0.15
H 0.027 -5.292 -0.684 0.26
H 0.498 -3.189 2.884 0.05
H -1.579 -2.316 3.318 0.07
Br 6.162 -1.527 4.133 -0.16
C 6.176 0.363 3.659 -0.54
C 5.189 1.144 4.488 -0.64
Br 3.357 0.877 3.875 -0.02
H 5.984 0.426 2.589 0.26
H 7.193 0.697 3.862 0.37
H 5.367 2.214 4.383 0.34
H 5.213 0.877 5.541 0.41
Br 3.307 2.073 0.082 0.03
C 3.026 2.988 -1.616 -0.57
C 1.631 3.552 -1.708 -0.13
Br 0.313 2.170 -2.087 -0.10
H 3.256 2.275 -2.405 0.48
H 3.765 3.790 -1.632 0.17
H 1.555 4.246 -2.539 0.20
H 1.314 4.045 -0.797 -0.04
Br 1.857 7.025 -2.963 -0.16
C 2.881 7.952 -1.590 -0.57
C 3.755 7.010 -0.798 -0.61
Br 2.735 5.983 0.513 -0.07
H 2.166 8.490 -0.973 0.37
H 3.494 8.668 -2.138 0.37
H 4.475 7.575 -0.208 0.37
H 4.284 6.291 -1.419 0.33
Br -3.621 -4.890 -1.143 -0.06
C -4.954 -4.125 -2.339 0.05
C -4.385 -3.872 -3.708 -0.65
Br -3.251 -2.286 -3.714 -0.13
H -5.328 -3.224 -1.858 -0.24
H -5.754 -4.863 -2.387 0.36
H -5.183 -3.658 -4.417 0.31
H -3.781 -4.694 -4.083 0.45
Br 6.217 -3.580 -2.446 -0.07
C 5.083 -4.480 -3.745 -0.58
C 3.773 -3.757 -3.929 -0.74
Br 2.531 -4.083 -2.455 -0.15
H 4.963 -5.505 -3.406 0.35
H 5.657 -4.472 -4.671 0.36
H 3.259 -4.133 -4.813 0.37
H 3.887 -2.678 -4.012 0.39
Br -1.084 4.805 0.369 -0.04
C -1.383 5.734 -1.315 -0.28
C -2.781 6.291 -1.395 -0.68
Br -4.083 4.892 -1.776 -0.15
H -1.156 5.028 -2.111 0.29
H -0.649 6.539 -1.328 0.13
H -2.865 6.992 -2.225 0.39
H -3.099 6.779 -0.478 0.39
Br -5.537 -2.558 1.657 -0.04
C -6.121 -1.095 0.510 -0.40
C -7.592 -0.817 0.677 -0.57
Br -8.675 -2.152 -0.240 -0.15
H -5.849 -1.362 -0.508 0.15
H -5.531 -0.236 0.825 0.30
H -7.856 0.133 0.212 0.41
H -7.910 -0.809 1.716 0.28
Br -7.952 -0.534 -7.804 -0.15
C -6.942 0.454 -6.462 -0.59
C -6.081 -0.465 -5.635 -0.61
Br -7.140 -1.440 -4.322 -0.11
H -7.663 1.012 -5.871 0.37
H -6.324 1.150 -7.027 0.37
H -5.361 0.107 -5.051 0.36
H -5.552 -1.206 -6.229 0.36
Br -8.519 -2.803 3.759 -0.10
C -8.175 -3.612 5.498 -0.59
C -7.132 -2.843 6.267 -0.56
Br -5.341 -3.203 5.591 -0.14
H -7.897 -4.646 5.317 0.38
H -9.132 -3.583 6.019 0.33
H -7.113 -3.162 7.309 0.33
H -7.277 -1.767 6.224 0.37
Br 1.189 4.124 4.209 -0.11
C -0.347 3.143 4.898 -0.48
C -1.438 4.077 5.352 -0.55
Br -1.012 4.890 7.071 -0.16
H 0.021 2.495 5.690 0.40
H -0.689 2.530 4.064 0.15
H -2.365 3.528 5.519 0.40
H -1.622 4.890 4.655 0.33
Br 11.280 -0.346 -0.626 -0.15
C 9.834 -1.449 0.074 -0.55
C 8.826 -1.780 -0.995 -0.56
Br 7.669 -0.259 -1.376 -0.09
H 9.403 -0.911 0.915 0.29
H 10.318 -2.355 0.437 0.38
H 8.158 -2.570 -0.655 0.18
H 9.282 -2.075 -1.937 0.44

Entry 4:
116
Properties=species:S:1:pos:R:3:mulliken_charge:R:1 method="wB97M-V/def2-TZVPD" total_charge=-1 homo_ev=-2.4 largest_force_ev_per_a=7.81 multiplicity=1 gap_ha=0.150
C -5.665 -1.362 -0.843 -1.62
C -4.300 -0.695 -0.877 0.54
C -3.622 -0.814 -2.254 -1.01
C -2.208 -0.236 -2.328 0.90
N -1.537 -0.207 -3.717 0.93
C -1.221 -1.584 -4.290 -0.16
C -0.041 -1.404 -5.260 -1.10
C 0.778 -0.273 -4.743 -0.66
C -0.061 0.375 -3.618 0.91
C -2.383 0.645 -4.751 -0.60
H -5.821 -1.801 0.143 0.44
H -5.626 -2.208 -1.529 0.36
H -6.584 -0.804 -1.022 0.31
H -3.653 -1.129 -0.114 -0.09
H -4.556 0.287 -0.479 0.26
H -4.288 -0.385 -3.003 0.32
H -3.652 -1.878 -2.491 0.32
H -1.490 -0.674 -1.634 -0.02
H -2.263 0.806 -2.015 -0.52
H -2.124 -2.140 -4.542 0.53
H -0.806 -2.144 -3.451 -0.12
H -0.307 -1.215 -6.300 0.40
H 0.621 -2.271 -5.243 0.39
H 0.914 0.429 -5.566 0.24
H 1.812 -0.426 -4.434 0.52
H -0.065 1.460 -3.516 0.14
H 0.276 -0.033 -2.665 -0.99
H -2.573 1.635 -4.336 -0.25
H -3.294 0.122 -5.039 0.27
H -1.720 0.944 -5.563 0.45
O -1.540 -1.060 1.025 0.17
C -1.205 -1.608 2.212 0.57
O -0.692 -0.921 3.081 -0.54
O -1.420 -2.742 2.538 -0.75
H -0.849 -0.428 0.813 -0.48
C 1.474 -2.133 -0.531 0.46
F 0.654 -1.856 -1.535 -0.29
F 0.958 -2.882 0.441 -0.13
F 2.567 -2.707 -1.069 -0.23
S 2.086 -0.336 -0.004 0.65
O 2.912 -0.517 1.210 -0.56
O 2.853 0.103 -1.215 -0.65
N 0.596 0.403 0.245 0.05
S 0.874 1.622 1.073 0.81
O 1.320 1.401 2.446 -0.59
O 1.730 2.644 0.440 -0.69
C -0.900 2.476 1.225 0.35
F -1.743 1.947 2.101 -0.05
F -0.710 3.745 1.456 -0.24
F -1.507 2.440 0.055 -0.40
C 0.554 1.661 6.593 -0.68
S 1.171 -0.105 6.441 0.25
O 0.171 -0.973 5.665 -0.38
C 2.682 0.052 5.428 -0.78
H 0.527 2.071 5.584 0.03
H 1.224 2.261 7.210 0.41
H -0.432 1.645 7.055 0.29
H 2.362 0.705 4.616 0.11
H 3.085 -0.858 4.984 0.37
H 3.446 0.643 5.933 0.52
C -4.487 -0.319 6.417 -0.96
S -2.738 -0.234 6.118 0.33
O -2.305 -1.359 5.155 -0.42
C -2.852 1.189 4.895 -0.76
H -4.983 -0.262 5.449 0.23
H -4.758 0.455 7.136 0.35
H -4.827 -1.220 6.928 0.35
H -1.943 1.165 4.294 -0.04
H -2.950 2.226 5.216 0.48
H -3.500 0.987 4.042 0.43
C 2.976 2.566 -3.341 -0.41
S 2.178 3.769 -4.569 0.24
O 0.838 3.032 -4.989 -0.53
C 1.640 4.981 -3.195 -0.66
H 2.227 2.487 -2.552 -0.12
H 3.914 2.854 -2.867 0.48
H 3.216 1.598 -3.780 0.25
H 1.032 5.721 -3.713 0.35
H 2.552 5.404 -2.772 0.40
H 1.040 4.478 -2.436 0.02
C -2.109 3.899 -2.945 -0.70
S -3.923 3.762 -3.321 0.31
O -4.403 2.499 -2.614 -0.49
C -4.427 5.128 -2.220 -0.94
H -1.591 3.463 -3.798 0.27
H -1.788 3.328 -2.074 0.07
H -1.749 4.902 -2.716 0.66
H -5.452 4.943 -1.897 0.37
H -4.376 6.168 -2.540 0.36
H -3.891 4.983 -1.282 0.24
C -1.978 -5.182 -2.457 0.15
O -1.970 -5.115 -3.635 -0.63
N -0.884 -5.564 -1.758 0.22
C -0.907 -5.694 -0.329 -1.18
C 0.266 -6.159 -2.323 -1.13
H -2.811 -4.863 -1.812 0.36
H -1.879 -5.556 0.145 0.41
H -0.088 -5.091 0.063 0.32
H -0.760 -6.761 -0.162 0.44
H 0.841 -6.739 -1.602 0.41
H 0.154 -6.792 -3.203 0.36
H 0.992 -5.376 -2.543 0.30
O 6.806 -1.680 2.094 -0.53
C 7.728 -1.054 2.640 0.79
O 7.621 0.136 3.329 -0.34
C 6.557 1.028 3.225 -0.66
C 5.200 0.531 3.732 -0.66
C 9.126 -1.641 2.720 -1.12
H 6.593 1.560 2.274 0.32
H 6.836 1.848 3.887 0.32
H 4.644 1.411 4.057 0.43
H 5.304 -0.184 4.547 0.38
H 4.708 0.020 2.904 0.22
H 9.366 -2.235 3.602 0.27
H 9.949 -0.925 2.735 0.33
H 9.233 -2.232 1.810 0.33

We obtain E_tot values of -3803.276536 -3522.517166 -59175.083760 -5270.399662 Ha for the records listed above, in that order.